{
  "formula": "C4H10N2O",
  "method": "ωB97M-V/def2-TZVPD",
  "elements": ["N", "C", "N", "O", "H", "H", "H", "H", "C", "C", "C", "H", "H", "H", "H", "H", "H"],
  "coordinates": [[3.48410, -0.45633, -0.16063], [2.47944, 0.28389, 0.38552], [1.23475, 0.04237, 0.27196], [0.85605, -0.95180, -0.61267], [4.40870, -0.06923, -0.22159], [3.20965, -1.10829, -0.87896], [2.75189, 1.09963, 1.04086], [-0.22461, -0.79830, -0.47483], [-2.22561, -0.79575, 0.99576], [-1.53943, 0.10712, 0.30140], [-2.13894, 0.98355, -0.75758], [-3.23874, -1.07541, 0.73464], [-1.77778, -1.33523, 1.81728], [-0.43930, 0.42181, 0.68037], [-1.38169, 1.66507, -1.14955], [-2.50213, 0.39149, -1.59936], [-2.95636, 1.59542, -0.37262]],
  "lowdin_charge": [0.0948, -0.2769, -0.1156, -0.1152, 0.0855, 0.0848, 0.1182, 0.1092, 0.0026, -0.3162, -0.1117, 0.0604, 0.0560, 0.1057, 0.0682, 0.0756, 0.0744],
  "smiles": "N/C=N\\O.C=CC",
  "molar_mass_g_mol": 102.14,
  "homo_lumo_gap_ev": 9.532,
  "energy_ha": -343.04589,
  "homo_ha": -0.314
}

{
  "formula": "C34H55AsBClN6PdS3",
  "method": "ωB97M-V/def2-TZVPD",
  "elements": ["Pd", "C", "C", "C", "C", "N", "C", "C", "N", "B", "N", "C", "C", "N", "C", "S", "C", "C", "C", "C", "N", "C", "C", "N", "C", "S", "C", "C", "C", "C", "C", "S", "H", "H", "H", "H", "H", "H", "H", "H", "H", "H", "H", "H", "H", "H", "H", "H", "H", "H", "H", "H", "H", "H", "H", "H", "H", "H", "H", "H", "H", "H", "H", "H", "H", "H", "Cl", "C", "C", "C", "C", "C", "C", "C", "H", "H", "H", "H", "H", "H", "C", "C", "As", "C", "C", "C", "C", "H", "H", "H", "H", "H", "H", "H", "H", "H", "H", "H", "H", "H", "H", "H"],
  "coordinates": [[12.15815, 13.18710, 7.95826], [17.15146, 13.89066, 6.60566], [17.63756, 13.32880, 7.93774], [18.88878, 14.15148, 8.35509], [18.00090, 11.83977, 7.68449], [16.60596, 13.51927, 9.05664], [16.91843, 13.46515, 10.44387], [15.81907, 13.36967, 11.14406], [14.69811, 13.35035, 10.30422], [13.22040, 13.34499, 10.97988], [12.34287, 14.70311, 10.82946], [11.95122, 15.28412, 12.08701], [11.69276, 16.57456, 11.91534], [11.95531, 16.92897, 10.58153], [12.17385, 15.72412, 9.93462], [11.69082, 15.47392, 8.31193], [12.94418, 18.11559, 10.25011], [12.60491, 18.56461, 8.80819], [14.40603, 17.56061, 10.27093], [12.66410, 19.23166, 11.21076], [12.31894, 12.04327, 10.87402], [11.70938, 11.56743, 12.07079], [11.67524, 10.25259, 12.06469], [12.14236, 9.84063, 10.82900], [12.52198, 10.93520, 10.06593], [12.99107, 10.88627, 8.42866], [12.29347, 8.37607, 10.46878], [13.76191, 8.12086, 10.10505], [11.30033, 8.06739, 9.32975], [11.91565, 7.44496, 11.66465], [15.22068, 13.38489, 8.98458], [14.37406, 13.51058, 7.49296], [17.97693, 13.99207, 5.87244], [16.75045, 14.92587, 6.75318], [16.36657, 13.23901, 6.11413], [19.43579, 14.43339, 7.44350], [19.56375, 13.55128, 8.98535], [18.65225, 15.05377, 8.90218], [18.82288, 11.77442, 6.99024], [17.12014, 11.29130, 7.30790], [18.33854, 11.41858, 8.63498], [17.96779, 13.41789, 10.72577], [15.65936, 13.32081, 12.23796], [13.65653, 13.30942, 12.10530], [11.91408, 14.73162, 13.01135], [11.42627, 17.28802, 12.70588], [12.94201, 17.78718, 8.11769], [13.07646, 19.50540, 8.63071], [11.53173, 18.64104, 8.64398], [14.61696, 16.92385, 9.46645], [14.65122, 17.09942, 11.21720], [15.13660, 18.35329, 10.15223], [11.55591, 19.41072, 11.29654], [13.04650, 20.19051, 10.78958], [13.03800, 18.97153, 12.19250], [11.47160, 12.21996, 12.91650], [11.27774, 9.62542, 12.85375], [14.09812, 8.64424, 9.23188], [13.81728, 7.05511, 9.93769], [14.40722, 8.33750, 10.94519], [11.44406, 8.76472, 8.50805], [10.27622, 8.13142, 9.71027], [11.46381, 6.99879, 9.09864], [12.59206, 7.56053, 12.48926], [11.91631, 6.41693, 11.38394], [10.89584, 7.60836, 12.08070], [8.49640, 17.59117, 4.91133], [7.53119, 18.32858, 6.10626], [6.46676, 19.12660, 5.74638], [5.62477, 19.77270, 6.67433], [5.81590, 19.57990, 8.04712], [6.88284, 18.81577, 8.43233], [7.74706, 18.14749, 7.51291], [8.90392, 17.58161, 8.06050], [6.32850, 19.29615, 4.67081], [4.89210, 20.46975, 6.30988], [5.17600, 20.03108, 8.81455], [7.14717, 18.76196, 9.48716], [9.61523, 17.11838, 7.36241], [9.17197, 17.50448, 9.10634], [8.65867, 11.74811, 9.75950], [8.73077, 11.50533, 8.24636], [9.73425, 12.88911, 7.27665], [9.95754, 11.89602, 5.49811], [10.35408, 12.79475, 4.36114], [8.20718, 14.15401, 6.75287], [7.09448, 14.23959, 7.80300], [8.62276, 10.75883, 10.23543], [7.77046, 12.33353, 10.04826], [9.50884, 12.27459, 10.19746], [7.73671, 11.47941, 7.80562], [9.25648, 10.61751, 7.98501], [8.97765, 11.41741, 5.35450], [10.69321, 11.13684, 5.72358], [9.52379, 13.48119, 4.10156], [10.61891, 12.25645, 3.44897], [11.20526, 13.38026, 4.62501], [7.77152, 13.74783, 5.80774], [8.64859, 15.12097, 6.55938], [6.70051, 13.26180, 7.95579], [6.28515, 14.95675, 7.55848], [7.47937, 14.57234, 8.76627]],
  "lowdin_charge": [0.0049, -0.1237, -0.5176, -0.0300, -0.0070, 0.0328, -0.0135, -0.0499, 0.0703, -0.4648, 0.0990, 0.0015, -0.0143, 0.0192, -0.6309, 0.8338, -0.4753, -0.0378, 0.0005, -0.0370, 0.0349, -0.0613, -0.0361, 0.0155, -0.6216, 0.7092, -0.5104, -0.0330, -0.0300, -0.0365, -0.5602, 0.7816, 0.1042, 0.0948, 0.0443, 0.0978, 0.0918, 0.0851, 0.0963, 0.0948, 0.0881, 0.1421, 0.1454, 0.1090, 0.1323, 0.1516, 0.0478, 0.0901, 0.0757, 0.0553, 0.0902, 0.1037, 0.1176, 0.1165, 0.0848, 0.1323, 0.1367, 0.0323, 0.0941, 0.0929, 0.0318, 0.0893, 0.1055, 0.0828, 0.0854, 0.0980, 0.7349, -0.6376, -0.0999, -0.0475, -0.0731, -0.0545, -0.3188, 0.0119, 0.1140, 0.1074, 0.1189, 0.1129, -0.0066, 0.0508, -0.1565, -0.4097, 1.1909, -0.3974, -0.1722, -0.3636, -0.1583, 0.0724, 0.0737, 0.0372, 0.0701, 0.0412, 0.0781, 0.0456, 0.0782, 0.0826, 0.0428, 0.0860, -0.0019, 0.0383, 0.0938, 0.0632],
  "total_charge": 2,
  "molar_mass_g_mol": 871.66,
  "homo_lumo_gap_ev": [5.667, 4.258],
  "spin_multiplicity": 5,
  "energy_ha": -5699.79142,
  "homo_ha": [-0.408, -0.471]
}

{
  "formula": "CH7O2",
  "method": "ωB97M-V/def2-TZVPD",
  "elements": ["O", "H", "H", "H", "C", "O", "H", "H", "H", "H"],
  "coordinates": [[-1.27768, -0.36954, 1.38793], [-2.19041, -0.55551, 1.13330], [-1.18537, -0.76279, 2.26517], [-0.42172, 0.54327, 0.35683], [0.98437, -0.20354, -1.02094], [0.13495, 0.87969, -0.43197], [2.02184, -0.01640, -0.78292], [0.59788, -1.15323, -0.68752], [0.80495, -0.15640, -2.09366], [0.53118, 1.79445, -0.12622]],
  "lowdin_charge": [-0.0869, 0.0603, 0.0641, 0.0486, -0.1158, -0.1978, 0.0527, 0.0622, 0.0686, 0.0439],
  "molar_mass_g_mol": 51.07,
  "homo_lumo_gap_ev": [4.164, 12.805],
  "spin_multiplicity": 2,
  "energy_ha": -192.61670,
  "homo_ha": [-0.135, -0.463]
}

Question: What is the formula in the third record?
Answer: CH7O2

Question: What is the formula in the first record?
Answer: C4H10N2O